Record 1
The following is a DFT calculation (ωB97M-V with the def2-TZVPD basis set) of a 9-piece molecular cluster, C14H44BF4O12 overall in a non-equilibrium geometry.

**Net charge**: -1
**Total energy**: -1887.2886 Ha
**HOMO-LUMO gap**: 10.242 eV
**ΔE to the lowest compared entry with this formula, charge and spin**: 4.57 kcal/mol
**LUMO energy**: 2.76 eV

Atoms and positions in Å:
F: -0.161 1.500 0.284
F: -0.600 -0.566 1.213
F: -0.237 -0.253 -1.093
F: 1.489 -0.154 0.390
O: 2.713 -3.503 -4.054
O: 0.829 -4.595 2.335
O: -1.209 -5.442 -0.753
O: 1.827 -2.307 -1.467
O: 2.000 4.947 3.730
O: -2.421 -1.917 -0.921
O: 4.430 -2.100 -0.401
O: -0.887 0.426 -3.630
O: 0.494 2.791 -2.446
O: -2.974 0.552 2.246
O: 2.446 -2.365 1.993
O: 3.050 1.646 -0.952
C: 3.061 -2.210 -3.597
C: -2.498 -3.285 -0.579
C: -0.014 3.818 2.969
C: 1.890 -2.671 3.258
C: -0.154 2.774 -3.714
C: -3.946 0.916 1.257
C: 1.449 4.089 2.714
C: 0.570 -3.413 3.108
C: -5.128 1.403 2.110
C: -1.227 -4.047 -1.003
C: 1.693 4.838 1.391
C: -3.422 2.061 0.382
C: -1.304 1.771 -3.776
C: 1.945 -1.632 -2.739
B: 0.103 0.130 0.239
H: -5.828 1.970 1.493
H: -2.833 2.720 1.023
H: -0.206 -2.907 2.529
H: 1.902 -1.821 3.954
H: -3.406 -3.771 -0.925
H: -0.497 4.787 3.136
H: -2.802 1.728 -0.452
H: -4.740 2.023 2.916
H: -0.970 -5.632 0.157
H: -1.855 1.927 -4.700
H: 2.654 -4.110 -3.311
H: 1.423 -4.395 1.604
H: 4.584 -3.034 -0.564
H: -0.488 3.238 2.177
H: 2.496 2.061 -1.628
H: -0.522 3.782 -3.940
H: 3.970 -2.199 -2.987
H: -1.524 -1.582 -0.776
H: -5.653 0.561 2.562
H: -0.436 -3.600 -0.390
H: 1.464 4.250 0.500
H: -0.593 0.194 -2.730
H: -0.960 -3.908 -2.050
H: 2.692 5.267 1.326
H: 3.169 -1.575 -4.475
H: 0.987 -1.603 -3.259
H: 3.478 -1.982 -0.594
H: 0.253 -3.753 4.095
H: 2.447 1.037 -0.487
H: -2.470 -3.288 0.517
H: 1.278 -1.713 -0.932
H: -0.239 3.250 3.875
H: -2.127 0.333 1.822
H: 2.651 -3.345 3.670
H: -0.146 2.513 -1.775
H: 0.627 2.469 -4.417
H: -1.946 1.899 -2.893
H: 1.838 -1.783 1.514
H: 2.072 3.195 2.727
H: 2.215 -0.599 -2.484
H: 1.067 5.740 1.321
H: -4.135 -0.009 0.707
H: 1.480 5.758 3.731
H: -4.176 2.705 -0.078

Forces on atoms 1 to 2 (eV/Å):
0.2 -0.1 0.4
0.0 -0.2 -0.3

Record 2
The following is a DFT calculation (ωB97M-V with the def2-TZVPD basis set) of C14H46BClMnO16P2 as an isolated structure in a non-equilibrium geometry.

**⟨S²⟩**: 8.75
**Multiplicity**: 6
**Total energy**: -4083.7618 Ha
**HOMO-LUMO gap (spin up / spin down)**: 8.037 / 8.462 eV
**LUMO energy (spin up / spin down)**: -0.29 / -0.30 eV

Atoms and positions in Å:
Mn: -1.741 0.990 2.112
Cl: -4.121 1.279 1.491
P: 2.369 -1.541 -4.014
P: -0.549 2.486 -0.962
O: 1.327 -2.443 1.063
O: 0.375 1.294 2.562
O: 3.770 -2.258 -4.176
O: -0.663 3.970 -1.495
O: 1.313 -2.647 -4.489
O: -1.064 2.225 0.394
O: 1.007 2.151 -1.135
O: 3.332 -2.338 3.367
O: 2.143 -1.438 -2.456
O: -1.194 1.584 -2.105
O: 2.240 -0.250 -4.713
O: -1.746 2.903 3.231
O: -2.781 -1.468 -1.300
O: -2.184 0.214 4.092
O: 3.428 0.687 2.526
O: -5.511 -1.252 -0.427
C: 2.991 -3.400 2.503
C: 1.681 2.276 -2.388
C: -4.684 -2.326 -0.035
C: 1.549 -3.400 2.088
C: 2.612 1.443 1.646
C: -3.634 -2.586 -1.114
C: -1.753 2.621 4.641
C: 1.275 -2.945 -5.881
C: 1.476 2.192 2.325
C: 0.863 -1.134 -1.890
C: -0.344 5.108 -0.690
C: 4.939 -1.452 -4.004
C: -2.621 1.546 -2.244
C: -2.506 1.334 4.929
B: -1.286 -1.013 1.318
H: 0.526 5.558 -1.161
H: -5.101 -0.404 -0.217
H: 0.366 -2.229 1.082
H: -2.955 0.569 -2.585
H: 0.834 -3.239 2.909
H: 3.222 -4.325 3.039
H: 1.035 3.026 1.788
H: 3.607 -3.496 1.600
H: 0.348 -2.060 -1.637
H: 3.231 -1.496 2.904
H: -0.702 2.626 4.962
H: 1.028 2.748 -3.128
H: 5.526 -1.510 -4.922
H: -3.574 1.545 4.829
H: 3.236 2.180 1.121
H: -0.476 -0.819 2.116
H: 1.736 -3.923 -6.038
H: -2.338 -0.847 1.736
H: 1.850 -2.234 -6.479
H: -2.341 1.075 5.979
H: 2.259 0.815 0.830
H: -1.187 5.799 -0.735
H: -4.256 -2.107 0.948
H: -1.194 -0.318 0.395
H: -1.685 3.856 3.134
H: 0.247 -2.938 -6.238
H: -3.086 1.709 -1.269
H: 5.539 -1.901 -3.214
H: -2.974 -3.415 -0.822
H: -2.173 3.467 5.191
H: 2.597 2.827 -2.186
H: -4.123 -2.845 -2.051
H: 0.238 -0.571 -2.584
H: -1.279 -2.093 0.908
H: -5.312 -3.207 0.123
H: 3.888 1.333 3.074
H: -0.210 4.941 0.379
H: 1.024 -0.565 -0.978
H: 1.865 1.305 -2.853
H: 4.796 -0.393 -3.797
H: 0.667 0.599 3.170
H: -2.198 -1.401 -0.523
H: -3.001 2.273 -2.963
H: -2.823 -0.476 4.301
H: 1.809 2.551 3.307
H: 1.204 -4.403 1.791

Forces on atoms 1 to 2 (eV/Å):
-0.9 0.6 -1.6
0.2 0.1 0.2

Record 3
The following is a DFT calculation (ωB97M-V with the def2-TZVPD basis set) of a 3-piece molecular cluster, C14H46BN7O4P3 overall in a non-equilibrium geometry.

**Net charge**: -1
**Total energy**: -2294.2152 Ha
**HOMO-LUMO gap**: 5.226 eV
**ΔE to the lowest compared entry with this formula, charge and spin**: 10.16 kcal/mol
**LUMO energy**: 2.43 eV

Atoms and positions in Å:
P: -3.874 -1.796 -3.634
P: 1.396 3.082 -0.531
P: -0.699 -2.371 2.531
O: 0.410 -1.732 -3.792
O: -0.461 -1.162 3.352
O: -3.735 -2.591 -2.132
O: 1.249 2.182 -1.701
N: 2.927 3.762 -0.833
N: -4.299 -0.182 -3.042
N: 0.103 4.184 -0.751
N: -1.914 -3.316 1.832
N: 1.533 3.318 1.155
N: 0.154 -3.630 3.316
N: -0.045 -1.974 1.026
C: -0.012 -3.680 4.758
C: 0.289 3.368 1.947
C: -2.535 -4.371 2.649
C: 0.267 5.553 -1.180
C: 0.598 -2.916 0.130
C: -1.187 3.560 -1.028
C: 1.411 -1.187 -2.980
C: 1.341 -4.261 2.780
C: 0.515 -0.635 0.868
C: -3.010 -2.501 1.254
C: 3.692 3.197 -1.941
C: -0.921 -1.454 -3.304
C: 3.285 5.146 -0.605
C: 2.420 2.316 1.794
B: -2.099 -1.719 -4.409
H: 1.647 -3.094 0.399
H: -1.938 4.323 -1.230
H: -2.620 -1.742 0.578
H: 0.239 -2.733 5.247
H: 1.649 -5.075 3.438
H: 4.743 3.469 -1.820
H: -0.702 6.054 -1.179
H: -5.172 0.036 -3.507
H: -2.122 -0.754 -5.166
H: -0.346 2.489 1.813
H: 0.556 3.434 3.002
H: 2.972 5.799 -1.428
H: 3.631 2.113 -1.943
H: 1.034 -0.353 -2.383
H: 1.991 1.313 1.776
H: 2.190 -3.573 2.670
H: -1.939 -2.731 -5.081
H: -1.045 -3.928 5.028
H: 1.847 -1.928 -2.298
H: 0.575 -2.524 -0.882
H: -3.604 -2.006 2.030
H: 0.696 5.649 -2.187
H: -0.129 0.110 1.331
H: -2.957 -4.001 3.589
H: -3.198 -3.381 -2.274
H: 1.143 -4.725 1.814
H: -0.281 4.259 1.698
H: 2.862 5.517 0.328
H: 0.620 -4.460 5.184
H: 2.228 -0.802 -3.599
H: -1.816 -5.157 2.868
H: 1.513 -0.565 1.324
H: 0.887 6.119 -0.482
H: -1.156 2.879 -1.883
H: -3.663 -3.143 0.667
H: 3.382 2.293 1.283
H: 2.597 2.595 2.833
H: -1.540 2.988 -0.163
H: 0.064 -3.865 0.104
H: -0.960 -0.386 -3.049
H: -3.342 -4.822 2.071
H: 4.372 5.235 -0.511
H: -1.099 -2.022 -2.375
H: -4.555 -0.270 -2.061
H: 0.600 -0.383 -0.189
H: 3.346 3.560 -2.917

Forces on atoms 1 to 2 (eV/Å):
-0.5 -0.2 -1.2
0.6 4.6 -2.0

The lowest total energy belongs to which entry? C14H46BClMnO16P2

Repeat the second record exactly.
The following is a DFT calculation (ωB97M-V with the def2-TZVPD basis set) of C14H46BClMnO16P2 as an isolated structure in a non-equilibrium geometry.

**⟨S²⟩**: 8.75
**Multiplicity**: 6
**Total energy**: -4083.7618 Ha
**HOMO-LUMO gap (spin up / spin down)**: 8.037 / 8.462 eV
**LUMO energy (spin up / spin down)**: -0.29 / -0.30 eV

Atoms and positions in Å:
Mn: -1.741 0.990 2.112
Cl: -4.121 1.279 1.491
P: 2.369 -1.541 -4.014
P: -0.549 2.486 -0.962
O: 1.327 -2.443 1.063
O: 0.375 1.294 2.562
O: 3.770 -2.258 -4.176
O: -0.663 3.970 -1.495
O: 1.313 -2.647 -4.489
O: -1.064 2.225 0.394
O: 1.007 2.151 -1.135
O: 3.332 -2.338 3.367
O: 2.143 -1.438 -2.456
O: -1.194 1.584 -2.105
O: 2.240 -0.250 -4.713
O: -1.746 2.903 3.231
O: -2.781 -1.468 -1.300
O: -2.184 0.214 4.092
O: 3.428 0.687 2.526
O: -5.511 -1.252 -0.427
C: 2.991 -3.400 2.503
C: 1.681 2.276 -2.388
C: -4.684 -2.326 -0.035
C: 1.549 -3.400 2.088
C: 2.612 1.443 1.646
C: -3.634 -2.586 -1.114
C: -1.753 2.621 4.641
C: 1.275 -2.945 -5.881
C: 1.476 2.192 2.325
C: 0.863 -1.134 -1.890
C: -0.344 5.108 -0.690
C: 4.939 -1.452 -4.004
C: -2.621 1.546 -2.244
C: -2.506 1.334 4.929
B: -1.286 -1.013 1.318
H: 0.526 5.558 -1.161
H: -5.101 -0.404 -0.217
H: 0.366 -2.229 1.082
H: -2.955 0.569 -2.585
H: 0.834 -3.239 2.909
H: 3.222 -4.325 3.039
H: 1.035 3.026 1.788
H: 3.607 -3.496 1.600
H: 0.348 -2.060 -1.637
H: 3.231 -1.496 2.904
H: -0.702 2.626 4.962
H: 1.028 2.748 -3.128
H: 5.526 -1.510 -4.922
H: -3.574 1.545 4.829
H: 3.236 2.180 1.121
H: -0.476 -0.819 2.116
H: 1.736 -3.923 -6.038
H: -2.338 -0.847 1.736
H: 1.850 -2.234 -6.479
H: -2.341 1.075 5.979
H: 2.259 0.815 0.830
H: -1.187 5.799 -0.735
H: -4.256 -2.107 0.948
H: -1.194 -0.318 0.395
H: -1.685 3.856 3.134
H: 0.247 -2.938 -6.238
H: -3.086 1.709 -1.269
H: 5.539 -1.901 -3.214
H: -2.974 -3.415 -0.822
H: -2.173 3.467 5.191
H: 2.597 2.827 -2.186
H: -4.123 -2.845 -2.051
H: 0.238 -0.571 -2.584
H: -1.279 -2.093 0.908
H: -5.312 -3.207 0.123
H: 3.888 1.333 3.074
H: -0.210 4.941 0.379
H: 1.024 -0.565 -0.978
H: 1.865 1.305 -2.853
H: 4.796 -0.393 -3.797
H: 0.667 0.599 3.170
H: -2.198 -1.401 -0.523
H: -3.001 2.273 -2.963
H: -2.823 -0.476 4.301
H: 1.809 2.551 3.307
H: 1.204 -4.403 1.791

Forces on atoms 1 to 2 (eV/Å):
-0.9 0.6 -1.6
0.2 0.1 0.2

What did the first record say?
The following is a DFT calculation (ωB97M-V with the def2-TZVPD basis set) of a 9-piece molecular cluster, C14H44BF4O12 overall in a non-equilibrium geometry.

**Net charge**: -1
**Total energy**: -1887.2886 Ha
**HOMO-LUMO gap**: 10.242 eV
**ΔE to the lowest compared entry with this formula, charge and spin**: 4.57 kcal/mol
**LUMO energy**: 2.76 eV

Atoms and positions in Å:
F: -0.161 1.500 0.284
F: -0.600 -0.566 1.213
F: -0.237 -0.253 -1.093
F: 1.489 -0.154 0.390
O: 2.713 -3.503 -4.054
O: 0.829 -4.595 2.335
O: -1.209 -5.442 -0.753
O: 1.827 -2.307 -1.467
O: 2.000 4.947 3.730
O: -2.421 -1.917 -0.921
O: 4.430 -2.100 -0.401
O: -0.887 0.426 -3.630
O: 0.494 2.791 -2.446
O: -2.974 0.552 2.246
O: 2.446 -2.365 1.993
O: 3.050 1.646 -0.952
C: 3.061 -2.210 -3.597
C: -2.498 -3.285 -0.579
C: -0.014 3.818 2.969
C: 1.890 -2.671 3.258
C: -0.154 2.774 -3.714
C: -3.946 0.916 1.257
C: 1.449 4.089 2.714
C: 0.570 -3.413 3.108
C: -5.128 1.403 2.110
C: -1.227 -4.047 -1.003
C: 1.693 4.838 1.391
C: -3.422 2.061 0.382
C: -1.304 1.771 -3.776
C: 1.945 -1.632 -2.739
B: 0.103 0.130 0.239
H: -5.828 1.970 1.493
H: -2.833 2.720 1.023
H: -0.206 -2.907 2.529
H: 1.902 -1.821 3.954
H: -3.406 -3.771 -0.925
H: -0.497 4.787 3.136
H: -2.802 1.728 -0.452
H: -4.740 2.023 2.916
H: -0.970 -5.632 0.157
H: -1.855 1.927 -4.700
H: 2.654 -4.110 -3.311
H: 1.423 -4.395 1.604
H: 4.584 -3.034 -0.564
H: -0.488 3.238 2.177
H: 2.496 2.061 -1.628
H: -0.522 3.782 -3.940
H: 3.970 -2.199 -2.987
H: -1.524 -1.582 -0.776
H: -5.653 0.561 2.562
H: -0.436 -3.600 -0.390
H: 1.464 4.250 0.500
H: -0.593 0.194 -2.730
H: -0.960 -3.908 -2.050
H: 2.692 5.267 1.326
H: 3.169 -1.575 -4.475
H: 0.987 -1.603 -3.259
H: 3.478 -1.982 -0.594
H: 0.253 -3.753 4.095
H: 2.447 1.037 -0.487
H: -2.470 -3.288 0.517
H: 1.278 -1.713 -0.932
H: -0.239 3.250 3.875
H: -2.127 0.333 1.822
H: 2.651 -3.345 3.670
H: -0.146 2.513 -1.775
H: 0.627 2.469 -4.417
H: -1.946 1.899 -2.893
H: 1.838 -1.783 1.514
H: 2.072 3.195 2.727
H: 2.215 -0.599 -2.484
H: 1.067 5.740 1.321
H: -4.135 -0.009 0.707
H: 1.480 5.758 3.731
H: -4.176 2.705 -0.078

Forces on atoms 1 to 2 (eV/Å):
0.2 -0.1 0.4
0.0 -0.2 -0.3